(1)
{"formula": "C3H4N3", "method": "ωB97M-V/def2-TZVPD", "max_force_ha_per_bohr": 0.0677, "homo_lumo_gap_ev": 8.52, "charge": 1, "e_above_lowest_kj_mol": 254.1, "e_homo_ev": -15.96, "smiles": "C1#[N+]N=CNC1", "symbols": ["C", "N", "N", "C", "N", "C", "H", "H", "H", "H"], "positions_angstrom": [[0.656, 0.743, 1.038], [-0.348, 0.726, 1.687], [-1.517, 0.413, 0.884], [-1.255, -0.203, -0.204], [0.046, -0.588, -0.555], [1.140, 0.346, -0.296], [-2.007, -0.869, -0.771], [0.169, -1.543, -0.761], [1.053, 1.292, -0.774], [2.064, -0.317, -0.248]], "forces_ev_per_a": [[-2.0, -0.4, 1.7], [2.1, 0.2, -1.0], [-2.0, 0.7, 0.0], [1.3, -3.2, -0.6], [-1.2, 2.6, -0.1], [0.5, -2.8, 1.3], [0.5, 1.9, 1.1], [0.7, -1.1, -0.5], [0.7, 0.4, -1.5], [-0.6, 1.7, -0.5]], "mulliken_charge": [0.30, -0.06, -0.24, 0.03, -0.19, -0.05, 0.36, 0.26, 0.22, 0.37]}


(2)
{"formula": "C6H20O7Ti", "method": "ωB97M-V/def2-TZVPD", "max_force_ha_per_bohr": 0.1588, "homo_lumo_gap_ev": [4.29, 9.68], "charge": 1, "multiplicity": 4, "e_above_lowest_kj_mol": 921.7, "e_homo_ev": [-6.95, -12.70], "symbols": ["Ti", "C", "C", "O", "O", "H", "H", "H", "H", "H", "H", "C", "C", "O", "O", "H", "H", "H", "H", "H", "H", "C", "C", "O", "O", "H", "H", "H", "H", "H", "H", "O", "H", "H"], "positions_angstrom": [[11.392, -12.034, -3.652], [11.531, -13.357, -5.642], [11.799, -13.902, -7.046], [12.219, -12.859, -7.858], [12.803, -13.440, -4.878], [10.707, -13.906, -5.186], [11.241, -12.307, -5.668], [10.833, -14.221, -7.436], [12.407, -14.789, -6.871], [11.811, -12.954, -8.722], [12.792, -14.187, -4.274], [13.383, -10.944, -2.577], [12.885, -9.855, -3.534], [11.636, -10.123, -4.134], [13.196, -12.272, -3.097], [12.824, -10.843, -1.647], [14.394, -10.754, -2.219], [13.482, -9.955, -4.440], [12.849, -8.837, -3.144], [11.530, -9.391, -4.747], [13.466, -12.923, -2.445], [9.905, -13.043, -1.965], [10.790, -14.241, -2.335], [11.296, -14.160, -3.674], [10.583, -11.794, -2.010], [9.612, -13.226, -0.931], [9.139, -12.977, -2.738], [10.131, -15.110, -2.338], [11.471, -14.506, -1.527], [11.579, -15.016, -4.006], [10.399, -11.147, -1.324], [9.711, -12.286, -4.475], [8.952, -12.806, -4.738], [9.382, -11.716, -3.779]], "forces_ev_per_a": [[3.2, -2.2, -4.6], [1.9, -1.2, -3.1], [-2.0, 0.5, 1.2], [1.1, 0.3, -0.7], [0.8, 0.4, -4.3], [0.5, 0.2, -1.7], [0.6, 0.0, -0.9], [-0.2, -0.5, 0.0], [0.7, 0.1, -0.7], [0.2, 0.0, -0.1], [1.0, 0.6, -0.9], [-0.7, 0.8, 1.7], [2.0, -0.6, -1.6], [-1.1, 2.0, 0.6], [4.2, 2.4, 2.3], [-0.3, -0.2, 0.2], [0.4, 0.1, -0.7], [1.2, 0.7, 0.4], [0.6, -0.2, 0.5], [-0.7, -0.2, -0.4], [0.4, -0.2, 0.7], [0.4, -0.8, 0.3], [-1.2, -1.0, 0.6], [-2.8, -2.4, 7.3], [-1.3, 0.4, 3.8], [-0.7, 0.0, 0.1], [-0.7, -0.7, 1.4], [-0.6, -0.1, 0.2], [0.8, 0.5, -0.3], [-0.5, -0.7, 0.2], [-0.5, 0.3, 1.0], [-5.7, 1.0, -2.2], [-0.3, -0.5, -0.5], [-0.8, 1.1, 0.0]], "mulliken_charge": [-0.74, 0.17, -0.81, -0.52, -0.56, 0.25, 0.52, 0.40, 0.24, 0.33, 0.51, -0.60, -0.37, -0.24, -0.32, 0.19, 0.50, 0.35, 0.38, 0.36, 0.25, -0.53, -0.73, -0.20, -0.28, 0.51, 0.20, 0.47, 0.34, 0.39, 0.23, -0.39, 0.28, 0.38]}


(3)
{"formula": "C3H7NO2", "method": "ωB97M-V/def2-TZVPD", "max_force_ha_per_bohr": 0.0084, "homo_lumo_gap_ev": 9.35, "e_above_lowest_kj_mol": 400.9, "e_homo_ev": -9.19, "symbols": ["C", "O", "C", "C", "O", "N", "H", "H", "H", "H", "H", "H", "H"], "positions_angstrom": [[2.365, 0.935, -0.222], [0.970, 0.732, 0.088], [0.560, -0.128, 0.961], [-2.106, -1.042, -0.702], [-2.795, -1.984, -1.037], [-2.466, -0.061, 0.174], [2.596, 0.387, -1.137], [2.979, 0.580, 0.611], [2.496, 2.006, -0.379], [1.469, -0.653, 1.367], [-1.097, -0.863, -1.122], [-3.286, -0.264, 0.730], [-1.684, 0.356, 0.670]], "forces_ev_per_a": [[0.3, 0.0, 0.0], [-0.2, -0.1, 0.2], [0.4, 0.2, -0.1], [-0.1, -0.1, -0.1], [0.1, 0.3, 0.0], [0.0, -0.2, 0.1], [0.0, 0.1, 0.1], [-0.1, 0.0, -0.1], [0.0, -0.1, 0.0], [-0.1, 0.1, 0.0], [-0.2, -0.1, 0.0], [0.0, 0.1, -0.1], [-0.1, -0.1, -0.1]], "mulliken_charge": [-0.61, -0.12, -0.26, 0.17, -0.55, -0.38, 0.25, 0.34, 0.22, 0.11, 0.26, 0.24, 0.34]}